Entry 1:
Below is C13H18N2O3S6Sc as an isolated structure in a non-equilibrium geometry, with properties calculated with wB97M-V/def2-TZVPD.

Structure (XYZ):
```
43
Properties=species:S:1:pos:R:3
Sc 0.7561 -0.5903 -0.4307
S -2.9406 -4.9433 4.4379
C -2.0033 -4.1590 3.3740
S -1.8297 -4.6234 1.7050
C -0.6555 -3.3849 1.2738
C -0.3206 -2.4748 2.2385
S 0.7262 -1.1213 2.0492
S -1.0982 -2.7027 3.7735
S 0.0782 -3.4643 -0.2723
N -0.4610 1.1415 -0.4301
C -1.2315 2.0116 -0.3877
N -2.0800 2.9741 -0.3368
C -2.3445 3.7029 0.9198
C -3.8364 3.6723 1.2283
C -4.6448 4.1850 0.0350
C -4.3354 3.3571 -1.2134
C -2.8449 3.4044 -1.5234
H -2.0108 4.7345 0.7818
H -1.7612 3.2466 1.7171
H -4.0208 4.2869 2.1098
H -4.1375 2.6492 1.4661
H -4.3986 5.2345 -0.1517
H -5.7094 4.1326 0.2605
H -4.8851 3.7373 -2.0749
H -4.6402 2.3199 -1.0538
H -2.5440 4.4286 -1.7578
H -2.5855 2.7595 -2.3606
O 2.7151 -0.5574 -0.4231
S 3.7264 -1.4886 0.2815
C 5.3445 -1.0549 -0.4420
C 5.6339 -2.0324 -1.5752
C 5.0232 -3.3645 -1.1475
C 3.6133 -3.0450 -0.6723
H 6.0621 -1.1472 0.3738
H 5.2787 -0.0110 -0.7445
H 6.7064 -2.1176 -1.7418
H 5.1699 -1.6848 -2.4994
H 5.6054 -3.8042 -0.3345
H 5.0024 -4.0826 -1.9659
H 3.1669 -3.8123 -0.0464
H 2.9430 -2.8084 -1.4991
O 0.3556 -1.5166 -1.9563
O -0.5878 -1.9867 -0.9848
```

E = -108601.9631 eV
HOMO = -0.3745 Ha
M = 487.66 u
Total charge = +1
Strongest force on any atom = 2.8 eV/Å

Entry 2:
Below is C28H42F24Na2O21P4 as an isolated structure in a non-equilibrium geometry, with properties calculated with wB97M-V/def2-TZVPD.

Structure (XYZ):
```
121
Properties=species:S:1:pos:R:3
Na 0.4687 -4.2676 -0.0181
Na -1.9155 -1.0382 -3.1047
P 2.6436 -4.6996 -2.9805
F 3.0946 -3.2026 -2.5232
F 2.5254 -5.0407 -1.3844
F 1.0901 -4.1892 -2.9362
F 2.1169 -6.1887 -3.3041
F 2.7225 -4.3169 -4.5265
F 4.1730 -5.2045 -2.9980
P 0.2965 -1.1487 -5.7069
F 0.0866 -0.6221 -7.2173
F 1.5038 -2.0767 -6.1848
F 1.3235 0.0499 -5.3668
F 0.3504 -1.6930 -4.1709
F -0.9128 -0.1615 -5.1698
F -0.7958 -2.3160 -6.0150
P -2.6518 -4.2478 -2.3873
F -1.9305 -3.4744 -3.6062
F -1.2258 -4.5469 -1.6451
F -2.7387 -2.7680 -1.6638
F -3.4540 -4.8760 -1.1300
F -4.0879 -3.9821 -3.0997
F -2.4912 -5.6709 -3.0882
P 0.1457 -0.5580 -0.5204
F 1.6116 -0.9445 0.0575
F 0.1895 0.8846 0.2336
F 0.7887 0.0117 -1.8543
F -1.3344 -0.0931 -1.1027
F -0.0186 -2.0168 -1.1726
F -0.4968 -1.1873 0.8561
C 0.9934 0.5433 3.4490
C 2.4208 0.2808 3.0325
C 3.0049 1.2675 2.0054
O 3.7935 2.1330 2.8296
C 4.0968 1.5218 3.9807
O 4.9201 1.8860 4.7641
O 3.3058 0.4402 4.1700
H 0.8390 0.1017 4.4417
H 0.3088 -0.0041 2.8048
H 0.8058 1.6038 3.6316
H 2.5353 -0.7571 2.7228
H 2.1638 1.8322 1.6090
H 3.5782 0.7873 1.2171
C -3.4372 4.6952 1.9004
C -1.9741 4.3258 1.9286
C -1.4238 3.5497 0.6966
O -0.1862 4.2119 0.4534
C -0.0980 5.3585 1.1473
O 0.7945 6.1418 1.0511
O -1.2022 5.5381 1.8900
H -3.7045 5.1585 2.8479
H -4.0076 3.7735 1.7611
H -3.6663 5.3343 1.0515
H -1.6721 3.7274 2.7928
H -2.1256 3.6342 -0.1357
H -1.2364 2.5082 0.9390
C -2.3694 2.3286 -3.0970
C -3.2967 3.5069 -3.3339
C -4.6620 3.1067 -3.9004
O -5.5154 3.1280 -2.7444
C -4.9284 3.8635 -1.7775
O -5.4311 4.1670 -0.7408
O -3.6810 4.1820 -2.1328
H -1.4158 2.6772 -2.7092
H -2.1910 1.8205 -4.0467
H -2.8324 1.6292 -2.3971
H -2.7899 4.2477 -3.9490
H -4.7069 2.1373 -4.3851
H -5.0236 3.8848 -4.5772
C -1.8992 -1.6208 5.4996
C -1.0984 -2.8984 5.3310
C -1.9410 -4.0933 4.8196
O -1.5048 -4.2971 3.4787
C -0.3808 -3.5918 3.2574
O 0.2517 -3.6229 2.2473
O -0.1324 -2.7731 4.2801
H -2.0769 -1.1565 4.5272
H -1.3364 -0.9070 6.0977
H -2.8978 -1.8317 5.8806
H -0.5920 -3.1975 6.2462
H -3.0104 -3.8843 4.8180
H -1.7759 -5.0110 5.3849
C -3.1268 0.5650 1.9899
C -4.1763 -0.5071 2.1753
C -3.8327 -1.9098 1.6394
O -4.5543 -2.7183 2.5800
C -4.8620 -2.0362 3.6749
O -5.3570 -2.4952 4.6605
O -4.4347 -0.7540 3.5491
H -3.0151 0.9649 0.9846
H -2.1789 0.1379 2.3247
H -3.3967 1.4278 2.6062
H -5.0829 -0.1912 1.6464
H -2.7909 -2.1868 1.5358
H -4.3062 -2.0329 0.6669
C 7.4691 -2.6215 1.0536
C 6.1144 -2.6428 0.3690
C 5.1550 -1.5147 0.7892
O 4.8639 -0.8639 -0.4424
C 5.4145 -1.5075 -1.5003
O 5.2292 -1.3386 -2.6461
O 6.2339 -2.5093 -1.0208
H 7.9509 -3.6001 1.0823
H 7.4024 -2.2727 2.0868
H 8.1590 -1.9621 0.5210
H 5.6561 -3.6032 0.6207
H 5.5027 -0.7561 1.4906
H 4.2491 -1.9879 1.1773
C 1.0454 4.7965 -2.7114
C 2.3899 4.1124 -2.5495
C 2.6624 3.3354 -1.2474
O 3.3601 2.1877 -1.7282
C 3.1732 2.0315 -3.0590
O 3.4899 1.0778 -3.6774
O 2.5074 3.0974 -3.5493
H 0.9791 5.6845 -2.0865
H 0.2573 4.0897 -2.4534
H 0.9581 5.0127 -3.7764
H 3.2032 4.8085 -2.7846
H 1.7385 2.9952 -0.7757
H 3.2834 3.8854 -0.5448
```

E = -183958.4082 eV
HOMO = -0.2237 Ha
M = 1340.45 u
Total charge = -2
Strongest force on any atom = 2.0 eV/Å

Entry 3:
Below is a 16-piece molecular cluster, C26H35Cl45NO6P overall in a non-equilibrium geometry, with properties calculated with wB97M-V/def2-TZVPD.

Structure (XYZ):
```
114
Properties=species:S:1:pos:R:3
C 4.0024 -0.1634 0.1628
C 3.0124 -0.7838 -0.9857
C 1.3911 -0.4879 -0.6981
C 1.0162 -1.1914 0.7420
C 1.0295 -0.0832 1.9953
C -0.3035 -2.1528 0.7271
N -1.6236 -1.6978 0.1848
C -1.7739 -1.8508 -1.3058
C -2.0939 -0.3686 0.7123
C -2.9511 -0.1898 2.1348
O -1.8820 0.7600 0.0244
O 0.2669 -3.4267 0.1743
C 0.7444 -4.4251 1.1548
O 1.3134 -5.5945 0.8504
O 0.4787 -3.7529 2.4397
C -0.6366 -2.7675 2.2465
P -2.1625 -3.9413 2.4127
O -1.6902 -5.3968 3.2899
O -2.6371 -4.5357 0.8185
H 3.7631 0.9638 0.3675
H 5.1242 -0.3349 -0.1962
H 3.8798 -0.8522 1.1231
H 3.1292 -1.9701 -0.9592
H 3.2976 -0.4534 -2.0863
H 1.2758 0.6791 -0.6765
H 0.8342 -0.9347 -1.6248
H 1.9401 -1.9072 0.9906
H 2.0519 0.5322 2.0284
H 0.1868 0.7428 1.8682
H 0.9755 -0.6203 3.0591
H -1.3965 -2.8632 -1.7542
H -1.3283 -0.9246 -1.9128
H -2.9455 -1.8136 -1.5318
H -4.0463 -0.6416 2.0580
H -2.4186 -0.6889 3.0496
H -3.0781 0.9589 2.3493
H -0.6935 -2.0192 3.1439
H -0.9922 -5.8978 2.7676
H -2.1067 -5.3723 0.6282
C 3.5085 -6.8669 3.5397
Cl 4.8016 -8.0339 3.2153
Cl 2.2226 -7.6148 4.5025
Cl 4.1528 -5.4378 4.3654
H 3.0830 -6.5499 2.5841
C 1.4085 2.6445 -3.4285
Cl 2.7016 1.4774 -3.7529
Cl 0.1226 1.8966 -2.4657
Cl 2.0528 4.0736 -2.6027
H 0.9830 2.9615 -4.3841
C 7.1926 -0.2439 2.2210
Cl 5.8187 -1.2937 2.6080
Cl 8.5089 -1.1835 1.4971
Cl 6.6905 1.0629 1.1349
H 7.5579 0.2015 3.1499
C 7.2461 1.6986 -2.8164
Cl 7.1290 1.7839 -4.5823
Cl 5.8008 2.3934 -2.0628
Cl 7.4786 0.0233 -2.2884
H 8.1140 2.2829 -2.5002
C -4.7865 3.4471 0.7571
Cl -3.6432 4.4337 1.6838
Cl -5.6237 2.3023 1.8193
Cl -5.9531 4.4771 -0.0900
H -4.2250 2.8779 0.0119
C 3.8219 6.0773 -6.0191
Cl 3.3136 4.4760 -5.4561
Cl 2.4303 6.9977 -6.6158
Cl 4.6425 6.9616 -4.7214
H 4.5263 5.9446 -6.8443
C 1.9874 10.7201 -4.4464
Cl 1.3944 10.9215 -6.1038
Cl 0.6716 10.2162 -3.3718
Cl 3.3138 9.5463 -4.3984
H 2.3673 11.6836 -4.0971
C -5.8628 1.9198 -3.0722
Cl -4.3690 2.0003 -2.1227
Cl -7.2715 2.2298 -2.0431
Cl -5.8085 3.0728 -4.4164
H -5.9538 0.9123 -3.4861
C 0.5849 7.3802 -0.4968
Cl -0.7322 6.1958 -0.4531
Cl 1.2809 7.5965 1.1183
Cl 1.8334 6.8801 -1.6503
H 0.1755 8.3385 -0.8264
C -7.5239 -1.6770 2.3174
Cl -7.6075 -0.1713 3.2476
Cl -8.3714 -1.5010 0.7713
Cl -5.8376 -2.1517 2.0520
H -8.0170 -2.4649 2.8926
C -6.4810 -2.1632 -3.3642
Cl -4.9872 -2.0827 -2.4147
Cl -7.8898 -1.8532 -2.3351
Cl -6.4268 -1.0102 -4.7084
H -6.5721 -3.1707 -3.7781
C 0.3563 11.0052 -10.3792
Cl 1.3139 9.8836 -9.3972
Cl -0.6115 12.0685 -9.3436
Cl 1.4085 11.9585 -11.4391
H -0.3240 10.4211 -11.0043
C 3.3834 -6.9837 8.2705
Cl 4.6765 -8.1507 7.9461
Cl 2.0976 -7.7316 9.2333
Cl 4.0277 -5.5546 9.0962
H 2.9580 -6.6667 7.3149
C 6.3850 -11.6636 8.0255
Cl 5.0679 -12.8479 8.0692
Cl 7.0810 -11.4473 9.6406
Cl 7.6335 -12.1636 6.8720
H 5.9756 -10.7053 7.6959
C -11.9371 -2.0950 2.5637
Cl -10.6210 -3.1678 3.0701
Cl -11.2899 -0.5705 1.9341
Cl -12.9538 -2.8883 1.3486
H -12.5551 -1.8721 3.4373
```

E = -614094.3694 eV
HOMO = -0.3352 Ha
M = 2083.93 u
Total charge = 0
Strongest force on any atom = 9.2 eV/Å

Entry 4:
Below is C32H50Cl2CsO4 as an isolated structure in a non-equilibrium geometry, with properties calculated with wB97M-V/def2-TZVPD.

Structure (XYZ):
```
89
Properties=species:S:1:pos:R:3
C 2.7814 4.0921 2.6946
C 1.3938 4.7541 2.8172
C 0.7156 4.9702 1.4643
C -0.0055 3.7019 0.9754
C -1.5278 3.8410 0.9312
C -2.1483 2.5613 0.3809
C -3.6884 2.5947 0.3210
C -4.3812 1.4986 1.1305
C -4.3042 0.1290 0.4674
C -2.9751 -0.6062 0.6224
C -2.6281 -0.8547 2.0948
C -1.6807 -2.0301 2.3085
C -0.1957 -1.7279 2.0558
O -0.1431 -0.3652 1.5857
C 1.1496 -0.1146 1.3166
O 1.6796 0.9130 1.4997
C 1.7618 -1.3892 0.7627
C 2.1558 -1.0423 -0.6877
C 3.6013 -0.5393 -0.7243
C 4.0291 -0.1612 -2.1367
C 3.1231 0.9162 -2.6944
C 2.2489 0.6218 -3.7514
C 1.3892 1.6064 -4.2512
C 1.4217 2.8889 -3.7013
C 2.2910 3.1892 -2.6459
C 3.1369 2.1997 -2.1349
C 0.6273 -2.4791 0.9581
O -0.0306 -2.4830 -0.2755
C -0.9405 -3.5366 -0.5542
C -0.9591 -3.7670 -2.0556
O -1.9298 -2.9600 -2.6882
C -1.4885 -1.6361 -2.9248
C -2.5000 -0.8960 -3.7628
C 1.3630 -3.7617 1.2880
Cl 2.7798 -4.0792 0.3255
C 1.0605 -4.7141 2.1681
C 1.9347 -5.9281 2.3756
Cl -0.3615 -4.6054 3.1388
H 3.0121 3.8586 1.6616
H 2.7964 3.1702 3.2669
H 3.5609 4.7186 3.1133
H 0.7537 4.1402 3.4429
H 1.5183 5.7161 3.3073
H 0.0200 5.8021 1.5206
H 1.4857 5.2149 0.7364
H 0.3164 3.4246 -0.0269
H 0.2238 2.8712 1.6363
H -1.8828 3.9218 1.9589
H -1.8227 4.6994 0.3345
H -1.7962 1.7582 1.0246
H -1.7431 2.3466 -0.6082
H -4.0082 3.5542 0.7223
H -4.0212 2.5347 -0.7105
H -4.0018 1.4836 2.1489
H -5.4320 1.7760 1.1973
H -4.5545 0.2185 -0.5878
H -5.0744 -0.5113 0.8985
H -2.1669 -0.1052 0.1022
H -3.1133 -1.5979 0.1919
H -3.5719 -1.1290 2.5681
H -2.2974 0.0423 2.6036
H -2.0550 -2.8661 1.7295
H -1.7651 -2.3387 3.3467
H 0.3864 -1.7145 2.9770
H 2.6376 -1.5119 1.3949
H 2.0909 -1.8989 -1.3472
H 1.5314 -0.2202 -1.0214
H 4.2336 -1.3448 -0.3474
H 3.7187 0.3071 -0.0558
H 5.0400 0.2369 -2.1015
H 4.0271 -1.0287 -2.7897
H 2.2574 -0.3723 -4.1702
H 0.7207 1.3542 -5.0582
H 0.7664 3.6490 -4.0965
H 2.3146 4.1838 -2.2299
H 3.7867 2.4349 -1.3070
H -0.6690 -4.4698 -0.0530
H -1.9564 -3.2682 -0.2853
H -1.2416 -4.7913 -2.2805
H 0.0200 -3.5393 -2.4800
H -0.5167 -1.6130 -3.4258
H -1.3730 -1.0996 -1.9807
H -2.0234 -0.0123 -4.1791
H -2.8358 -1.4967 -4.6006
H -3.3400 -0.5485 -3.1732
H 2.7830 -5.7125 3.0155
H 2.2369 -6.3763 1.4227
H 1.3184 -6.6851 2.8730
Cs 0.9489 -7.9667 1.0271
```

E = -67770.1655 eV
HOMO = -0.3864 Ha
M = 702.56 u
Total charge = +1
Strongest force on any atom = 5.1 eV/Å